(one)
Molecular formula: C5H8O
Method: DFT, the ωB97M-V functional and the def2-TZVPD basis

Its frontier orbital gap is 8.85 eV. The value obtained for the HOMO energy is -8.100 eV.

Bonds (Å) are listed after each position.
Atoms and positions in Å:
1 C -2.206 0.464 0.783  O3 1.431, H7 1.089, H8 1.091, H9 1.087
2 C -0.845 -0.274 -0.778  O3 1.331, C4 1.460
3 O -0.996 0.740 0.071  C1 1.431, C2 1.331
4 C 0.562 -0.662 -0.816  C2 1.460, C5 1.516, C6 1.531, H10 1.084
5 C 1.748 0.282 -0.865  C4 1.516, C6 1.477, H11 1.085, H12 1.085
6 C 1.422 -0.373 0.418  C4 1.531, C5 1.477, H13 1.085, H14 1.087
7 H -3.082 0.616 0.153  C1 1.089
8 H -2.181 -0.582 1.092  C1 1.091
9 H -2.182 1.097 1.666  C1 1.087
10 H 0.680 -1.631 -1.288  C4 1.084
11 H 1.528 1.338 -0.981  C5 1.085
12 H 2.591 -0.086 -1.439  C5 1.085
13 H 2.046 -1.178 0.792  C6 1.085
14 H 0.953 0.243 1.182  C6 1.087

(two)
Molecular formula: C5H8O
Method: DFT, the ωB97M-V functional and the def2-TZVPD basis

Its frontier orbital gap (spin up / spin down) is 8.28 / 7.47 eV. The value obtained for the HOMO energy (spin up / spin down) is -7.377 / -6.691 eV.

Bonds (Å) are listed after each position.
Atoms and positions in Å:
1 C 0.850 -1.882 1.530  O6 1.335, H8 1.079, H9 1.075
2 C -0.034 0.374 -0.017  C3 1.511, C4 1.520, C5 1.465, H7 1.089
3 C -1.037 1.450 -0.363  C2 1.511, C4 1.495, H10 1.089, H11 1.088
4 C 0.255 1.388 -1.112  C2 1.520, C3 1.495, H12 1.088, H13 1.090
5 C -0.207 -1.033 -0.391  C2 1.465, O6 1.289, H14 1.087
6 O 0.327 -1.977 0.305  C1 1.335, C5 1.289
7 H 0.548 0.499 0.895  C2 1.089
8 H 0.367 -1.246 2.256  C1 1.079
9 H 1.341 -2.790 1.832  C1 1.075
10 H -1.932 1.126 -0.891  C3 1.089
11 H -1.191 2.251 0.356  C3 1.088
12 H 1.021 2.123 -0.876  C4 1.088
13 H 0.246 1.058 -2.151  C4 1.090
14 H -0.556 -1.340 -1.373  C5 1.087

Quick look at relative energies in kcal/mol: (one) 0.0; (two) 7.6.

(one)
Molecular formula: C5H8O
Method: DFT, the ωB97M-V functional and the def2-TZVPD basis

Its frontier orbital gap is 10.64 eV. As for the SMILES: C1C[C@H]2OC[C@@H]12. The value obtained for the HOMO energy is -9.466 eV.

Bonds (Å) are listed after each position.
Atoms and positions in Å:
1 C 0.224 -1.211 0.118  C2 1.551, C6 1.561, H7 1.094, H8 1.093
2 C -0.950 -0.875 -0.837  C1 1.551, C3 1.536, H9 1.091, H10 1.103
3 C -0.614 0.601 -0.580  C2 1.536, O4 1.524, C6 1.539, H11 1.075
4 O -0.811 1.083 0.853  C3 1.524, C5 1.430
5 C 0.611 1.163 0.986  O4 1.430, C6 1.508, H12 1.088, H13 1.105
6 C 0.814 0.207 -0.162  C1 1.561, C3 1.539, C5 1.508, H14 1.091
7 H -0.118 -1.291 1.154  C1 1.094
8 H 0.852 -2.074 -0.119  C1 1.093
9 H -1.962 -1.226 -0.627  C2 1.091
10 H -0.677 -1.198 -1.855  C2 1.103
11 H -1.009 1.558 -0.870  C3 1.075
12 H 0.917 0.854 1.983  C5 1.088
13 H 1.019 2.162 0.749  C5 1.105
14 H 1.703 0.247 -0.792  C6 1.091

(two)
Molecular formula: C5H8O
Method: DFT, the ωB97M-V functional and the def2-TZVPD basis

Its frontier orbital gap (spin up / spin down) is 8.53 / 6.97 eV. The value obtained for the HOMO energy (spin up / spin down) is -8.331 / -7.755 eV.

Bonds (Å) are listed after each position.
Atoms and positions in Å:
1 O 0.377 -1.676 1.161  C2 1.241
2 C -0.486 -0.847 1.491  O1 1.241, C3 1.417, H7 1.108
3 C -0.652 0.450 0.945  C2 1.417, C4 1.509, H8 1.096
4 C -0.734 0.797 -0.521  C3 1.509, C5 1.522, H9 1.099, H10 1.101
5 C 0.225 -0.139 -1.242  C4 1.522, C6 1.486, H11 1.092, H12 1.099
6 C 1.348 -0.129 -0.269  C5 1.486, H13 1.084, H14 1.087
7 H -1.170 -1.126 2.317  C2 1.108
8 H -1.251 1.108 1.584  C3 1.096
9 H -1.754 0.820 -0.928  C4 1.099
10 H -0.328 1.814 -0.638  C4 1.101
11 H -0.173 -1.152 -1.335  C5 1.092
12 H 0.504 0.213 -2.246  C5 1.099
13 H 2.041 -0.959 -0.199  C6 1.084
14 H 1.756 0.840 0.011  C6 1.087

Quick look at relative energies in kcal/mol: (one) 0.0; (two) 31.5.

(one)
Molecular formula: C4H2O
Method: DFT, the ωB97M-V functional and the def2-TZVPD basis

Its frontier orbital gap is 8.33 eV. The value obtained for the HOMO energy is -10.397 eV.

Bonds (Å) are listed after each position.
Atoms and positions in Å:
1 C -1.370 -0.006 0.189  C2 1.265, C4 1.315
2 C -2.281 0.517 0.895  C1 1.265
3 C 1.021 0.304 -0.084  C4 1.405, O5 1.200, H6 1.132
4 C -0.172 -0.434 -0.146  C1 1.315, C3 1.405, H7 1.054
5 O 1.779 0.331 0.845  C3 1.200
6 H 1.172 0.691 -1.137  C3 1.132
7 H -0.149 -1.402 -0.563  C4 1.054

(two)
Molecular formula: C4H2O
Method: DFT, the ωB97M-V functional and the def2-TZVPD basis

Its frontier orbital gap (spin up / spin down) is 8.05 / 8.05 eV. The value obtained for the HOMO energy (spin up / spin down) is -10.584 / -10.584 eV.

Bonds (Å) are listed after each position.
Atoms and positions in Å:
1 C -1.689 -0.042 0.105  C2 1.258, C4 1.401
2 C -2.641 0.454 -0.552  C1 1.258
3 C 0.784 0.261 0.248  C4 1.472, O5 1.224, H6 1.155
4 C -0.404 -0.600 0.128  C1 1.401, C3 1.472, H7 1.050
5 O 1.697 0.231 -0.566  C3 1.224
6 H 0.979 0.729 1.286  C3 1.155
7 H -0.142 -1.608 -0.008  C4 1.050

Quick look at relative energies in kcal/mol: (one) 0.0; (two) 1.2.